Entry 1:
Formula: C9H8BrF2NO9
Source: the Open Molecules 2025 dataset
Level of theory: ωB97M-V/def2-TZVPD

gap between HOMO and LUMO = 0.129 hartree

Geometry as ORCA input:
```
! RIJCOSX wB97M-V def2-TZVPD def2/J DEFGRID3
* xyz -2 1
Br -0.293 -2.347 -2.127
F 1.024 -0.002 0.183
F 1.544 3.474 -0.451
O 2.949 0.486 1.295
O 3.251 -1.407 2.403
O -0.349 -2.802 0.707
O -4.672 -1.612 -0.995
O -4.093 -3.554 -0.006
O -1.336 1.866 -1.477
O 4.560 0.361 2.867
O 0.650 2.483 -2.271
O -0.685 1.093 -3.487
N -3.226 -1.570 0.801
C -2.136 -1.013 0.236
C -0.940 -2.118 -0.029
C -0.496 1.732 -2.519
C 2.062 -1.607 1.601
C -4.072 -2.305 -0.121
C 3.669 -0.143 2.253
C 2.211 -0.499 0.568
C 0.399 3.308 -1.171
C -0.681 2.546 -0.419
H 0.091 4.297 -1.525
H 2.780 -0.773 -0.321
H -1.584 -0.384 0.971
H -0.233 1.824 0.264
H -1.387 3.177 0.111
H 1.170 -1.440 2.201
H 2.040 -2.606 1.187
H -2.217 -0.465 -0.729
*
```

---

Entry 2:
Formula: C9H8BrIO
Source: the Open Molecules 2025 dataset
Level of theory: ωB97M-V/def2-TZVPD

gap between HOMO and LUMO = 0.320 hartree
energy relative to the best compared isomer or geometry (same formula, charge and spin) = 0.765 eV

Geometry as ORCA input:
```
! RIJCOSX wB97M-V def2-TZVPD def2/J DEFGRID3
* xyz 0 1
I 0.036 -1.644 -3.642
Br -2.457 0.049 -2.125
O 1.529 1.077 -2.110
C 0.682 -0.167 0.261
C 0.537 -1.929 1.929
C -0.221 2.435 -2.870
C 0.316 1.117 -2.403
C -0.550 -0.125 -2.128
C -0.585 -2.145 -0.229
C -0.345 -2.630 1.073
C 0.928 -0.619 1.541
C -0.131 -0.902 -0.561
H 0.688 -2.305 2.903
H 1.195 0.652 -0.176
H -0.757 2.889 -1.971
H -1.176 -2.837 -0.801
H 0.670 2.935 -3.187
H 1.398 0.053 2.242
H -0.680 -3.531 1.382
H -0.958 2.233 -3.715
*
```

---

Entry 3:
Formula: C9H8ClNO
Source: the Open Molecules 2025 dataset
Level of theory: ωB97M-V/def2-TZVPD

gap between HOMO and LUMO = 0.348 hartree
energy relative to the best compared isomer or geometry (same formula, charge and spin) = 1.883 eV

Geometry as ORCA input:
```
! RIJCOSX wB97M-V def2-TZVPD def2/J DEFGRID3
* xyz 0 1
Cl 1.492 2.165 -1.710
O 1.454 -0.013 1.921
N -0.219 2.804 1.807
C 0.276 -0.078 -0.661
C -1.013 0.484 -0.884
C 0.312 -1.434 -0.437
C -2.180 -0.281 -0.741
C -2.075 -1.605 -0.499
C 0.642 2.135 1.446
C -0.840 -2.190 -0.306
C 1.661 1.139 1.214
C 1.495 0.739 -0.777
H -2.850 -2.415 -0.328
H 0.447 -0.196 2.083
H 1.323 -1.766 -0.376
H -1.174 1.519 -1.176
H 2.516 0.330 -0.927
H -0.912 -3.253 -0.060
H -3.002 0.419 -0.932
H 2.646 1.498 1.341
*
```

---

Which formula does entry 2 have? C9H8BrIO

---

Which value of gap between HOMO and LUMO does entry 2 give? 0.320 hartree

---

What is the gap between HOMO and LUMO in the third record? 0.348 hartree

---

Number 3 is which compound? C9H8ClNO